{
  "formula": "C3H6OS2",
  "method": "ωB97M-V/def2-TZVPD",
  "symbols": ["S", "S", "O", "C", "C", "C", "H", "H", "H", "H", "H", "H"],
  "positions_angstrom": [[-1.47, -1.28, 0.00], [1.47, -1.28, 0.00], [0.00, 0.90, -0.01], [2.68, 0.06, 0.00], [-2.68, 0.08, 0.00], [0.01, -0.30, 0.01], [-2.54, 0.62, -0.90], [-3.63, -0.44, 0.01], [2.51, 0.67, 0.88], [3.66, -0.39, -0.01], [2.54, 0.70, -0.86], [-2.55, 0.66, 0.89]],
  "lumo_energy_ev": 0.70,
  "de_lowest_ev": 0.010,
  "e_tot_ev": -26926.43294,
  "e_homo_ev": -9.2,
  "smiles": "CSC(=O)SC"
}

---

{
  "formula": "C3H9NaO4P",
  "method": "ωB97M-V/def2-TZVPD",
  "symbols": ["P", "Na", "O", "O", "O", "O", "C", "C", "C", "H", "H", "H", "H", "H", "H", "H", "H", "H"],
  "positions_angstrom": [[0.11, -0.44, -0.11], [1.25, -4.62, 0.61], [-0.08, 0.74, 0.95], [0.20, -1.79, 0.46], [-1.08, -0.13, -1.12], [1.38, -0.05, -0.98], [0.63, 0.63, 2.19], [-2.41, -0.46, -0.70], [1.44, 1.22, -1.64], [1.24, 2.05, -0.95], [2.46, 1.34, -2.04], [1.72, 0.75, 2.05], [-3.08, -0.30, -1.56], [0.45, -0.34, 2.68], [-2.49, -1.51, -0.38], [-2.74, 0.19, 0.13], [0.27, 1.43, 2.86], [0.72, 1.27, -2.48]],
  "lumo_energy_ev": -4.79,
  "e_tot_ev": -25149.39413,
  "e_homo_ev": -14.1,
  "total_charge": 1
}

---

{
  "formula": "C10H20Br2O4S2",
  "method": "ωB97M-V/def2-TZVPD",
  "symbols": ["Br", "Br", "S", "S", "O", "O", "O", "O", "C", "C", "C", "C", "C", "C", "C", "C", "C", "C", "H", "H", "H", "H", "H", "H", "H", "H", "H", "H", "H", "H", "H", "H", "H", "H", "H", "H", "H", "H"],
  "positions_angstrom": [[-0.54, -1.33, 1.36], [1.62, -5.07, -0.21], [-1.05, 2.59, 3.55], [0.66, 0.15, -3.26], [-0.83, 3.85, 4.18], [-2.33, 2.25, 3.01], [0.98, 1.50, -2.86], [1.55, -0.94, -2.97], [0.22, 2.27, 2.33], [-1.67, -0.89, -3.88], [-0.97, -0.29, -2.67], [0.71, -3.83, 1.01], [-1.28, -0.03, -5.08], [1.05, 1.47, 4.56], [1.42, 1.67, 3.06], [0.24, 0.18, -5.04], [-0.45, 1.30, 4.62], [0.68, -2.48, 0.36], [0.30, -2.53, -0.65], [-1.60, -0.51, -6.00], [-0.25, 1.52, 1.69], [-1.76, 0.95, -5.02], [-0.78, 0.35, 4.19], [0.44, 3.12, 1.70], [-0.29, -4.24, 1.10], [-2.74, -0.95, -3.74], [1.25, -3.85, 1.94], [-0.84, -0.92, -1.79], [0.57, 1.17, -5.33], [-1.31, -1.92, -4.02], [-0.89, 1.41, 5.61], [2.26, 2.36, 3.01], [1.54, 0.60, 4.99], [1.69, 0.72, 2.60], [1.38, 2.35, 5.11], [1.65, -1.98, 0.34], [-1.44, 0.63, -2.33], [0.81, -0.63, -5.47]],
  "lumo_energy_ev": 0.43,
  "de_lowest_ev": 0.000,
  "e_tot_ev": -180639.22366,
  "e_homo_ev": -10.3,
  "smiles": "O=S1(=O)CCCC1.O=S1(=O)CCCC1.BrCCBr"
}

---

{
  "formula": "C11H15N",
  "method": "ωB97M-V/def2-TZVPD",
  "symbols": ["N", "C", "C", "C", "C", "C", "C", "C", "C", "C", "C", "C", "H", "H", "H", "H", "H", "H", "H", "H", "H", "H", "H", "H", "H", "H", "H"],
  "positions_angstrom": [[0.86, 1.63, 0.05], [2.38, -1.63, -1.03], [0.20, 0.02, -1.34], [-0.36, 2.00, -0.42], [0.19, -1.29, -1.75], [-1.34, -0.08, 2.45], [0.11, -0.22, 2.95], [1.26, 0.42, -0.53], [-2.19, 0.88, -1.91], [2.35, -0.45, -0.28], [-0.83, 1.09, -1.31], [1.34, -2.09, -1.86], [-0.51, -1.76, -2.46], [-2.04, -0.75, 2.98], [0.33, -1.30, 2.78], [1.18, -2.97, -2.48], [3.11, -0.03, 0.33], [-1.36, -0.19, 1.36], [0.22, 0.23, 3.95], [-2.32, 1.38, -2.90], [-1.67, 0.96, 2.61], [-3.00, 1.17, -1.21], [-2.36, -0.18, -2.11], [3.32, -2.15, -0.96], [-0.96, 2.88, -0.17], [1.27, 2.03, 0.87], [0.80, 0.38, 2.38]],
  "lumo_energy_ev": 0.90,
  "de_lowest_ev": 1.485,
  "e_tot_ev": -13139.30582,
  "e_homo_ev": -7.8,
  "smiles": "Cc1c[nH]c2ccccc12.CC"
}

---

{
  "formula": "C5H10O2",
  "method": "ωB97M-V/def2-TZVPD",
  "symbols": ["O", "O", "C", "C", "C", "C", "C", "H", "H", "H", "H", "H", "H", "H", "H", "H", "H"],
  "positions_angstrom": [[0.68, 1.53, -2.51], [-1.03, 0.39, -0.87], [0.79, 0.13, 0.61], [0.19, 0.04, -0.67], [1.14, 1.43, -1.21], [-1.77, -1.21, 1.00], [-0.63, -1.51, 1.66], [0.41, 0.87, 1.31], [-0.01, -2.34, 1.34], [-2.45, -0.44, 1.36], [2.21, 1.28, -1.24], [0.66, -0.72, -1.32], [-2.09, -1.77, 0.13], [0.84, 2.29, -0.60], [-0.39, -1.05, 2.61], [-0.29, 1.43, -2.45], [1.73, -0.36, 0.84]],
  "lumo_energy_ev": [-0.53, -0.53],
  "de_lowest_ev": 5.748,
  "e_tot_ev": -9437.29545,
  "e_homo_ev": [-8.8, -8.8]
}

---

{
  "formula": "C5H9BNO3",
  "method": "ωB97M-V/def2-TZVPD",
  "symbols": ["O", "O", "O", "N", "C", "C", "C", "C", "C", "B", "H", "H", "H", "H", "H", "H", "H", "H", "H"],
  "positions_angstrom": [[1.06, -0.04, 2.63], [-1.60, 0.41, 0.67], [-1.36, -0.97, 2.67], [-0.26, 1.85, -1.71], [0.65, -0.47, 1.41], [1.47, -0.74, 0.33], [-0.52, 0.61, -1.95], [1.20, -1.04, -0.92], [0.20, -0.62, -1.87], [-0.96, -0.31, 1.59], [-2.16, -0.74, 3.05], [0.03, -1.19, -2.72], [-2.56, 0.45, 0.73], [2.49, -0.99, 0.66], [1.91, -1.72, -1.42], [-0.81, 2.66, -2.04], [2.00, 0.01, 2.75], [0.55, 2.20, -1.06], [-1.34, 0.64, -2.79]],
  "lumo_energy_ev": [-4.79, -4.79],
  "de_lowest_ev": 0.566,
  "e_tot_ev": -13633.64999,
  "e_homo_ev": [-12.3, -12.3],
  "total_charge": 1,
  "smiles": "[NH2+]=C/C=C\\C=C(\\O)B(O)O"
}